(1)
99
Properties=species:S:1:pos:R:3 method="wB97M-V/def2-TZVPD" charge=+2 max_force_ha_per_bohr=0.0526 homo_energy_ev=-11.7
C -2.16035 -4.31887 -2.10481
H 1.08790 -0.46560 5.99143
H -1.81428 1.90722 6.21532
H 0.87693 3.08821 0.86409
C -0.68586 2.85079 -2.64827
C 3.65065 1.05126 -2.93668
H 2.92615 -3.05615 -5.07418
H -2.93042 5.23459 0.11328
H -2.53164 -0.55318 3.01009
H 4.64773 1.56916 -4.81864
C -0.41781 -0.15166 -1.90128
H -1.23769 3.44858 4.13042
H -0.35864 -2.10227 -2.84732
H -2.15859 -4.54122 -4.91295
H -0.59986 0.70040 6.76132
C -1.91359 2.28389 -3.36274
H 4.41051 -1.55628 -0.55444
H -0.31759 -1.55883 5.87388
H -2.97816 2.79593 -0.44953
H -6.07049 -6.70820 -2.96009
C 1.55197 4.28030 -0.84520
H 0.39898 3.30058 3.40086
H -4.76160 -5.16787 -1.51815
H 5.17059 2.57492 -3.46040
H -0.19332 -1.87101 2.07628
H -2.21545 1.30144 -3.00301
H 2.17109 4.08681 -1.72944
C -2.33784 0.06906 3.90816
C -0.53779 -1.55262 -1.89384
C -2.94550 -5.05315 -4.39619
H 1.29384 -2.16770 5.53135
H 0.83890 -2.90387 3.05428
H 6.85491 -0.91998 0.14475
H 0.24800 2.43059 -3.05138
H 0.19034 3.93115 5.04768
C 0.96423 2.97843 -0.23294
H 1.62634 2.09738 -0.36681
H 2.17590 4.80075 -0.09458
C -3.79288 -5.88789 -5.12867
H -1.95305 5.00466 -1.38497
H -2.54745 -1.80417 0.90508
C -3.22315 1.31668 3.83709
P -0.56322 0.52097 3.65910
P -0.63661 2.42894 -0.90164
C 3.31390 -1.79391 -3.34370
C 0.48567 -0.96707 3.94377
H 2.62001 0.86060 -3.26817
H 0.21105 0.32678 -2.67026
C -1.61100 -3.56749 -1.27489
N -4.85755 -6.47405 -4.60791
H 2.34060 -1.30706 -3.13398
H -3.72959 -0.93061 5.19959
H 0.77539 4.98580 -1.16060
C -2.03416 3.23878 -0.06824
H -2.77680 2.94905 -3.24179
H 3.61366 2.87209 -4.20227
C 4.30633 2.07222 -3.90351
H 7.08333 -0.32273 -1.54110
C -0.85085 0.63105 -0.82552
H 3.18949 -1.35911 -5.56182
H 1.02778 1.57349 5.06469
H 4.54407 -2.36377 -5.04382
H -0.63153 3.94777 -2.79463
H -4.27476 1.00802 3.76980
C -2.64524 -0.77765 5.15337
C 5.02701 -0.79701 -1.03642
H 3.60434 1.49738 -1.93726
C 0.02581 -2.16206 3.11599
C -2.03237 4.75656 -0.31526
H -0.29883 2.43510 6.94026
H -1.69847 2.15774 -4.42221
H -3.01429 1.92190 2.94616
C -1.89135 -1.37609 0.11737
H 6.84759 -2.04527 -1.18544
P 4.55150 -0.56774 -2.79405
H -1.15720 5.19559 0.19547
C -0.04777 1.77893 4.92531
C -1.29769 -2.20569 -0.85206
H -2.36563 -0.25475 6.07121
H -3.60149 -6.10155 -6.17198
C 3.48937 -2.13928 -4.83612
C 0.64529 -1.29046 5.43679
C -0.18468 3.19729 4.32589
Br 1.80037 -0.96850 0.18914
H -2.22914 0.64515 0.85801
C -1.71122 0.02260 0.10941
C -0.73944 1.67508 6.27467
H -2.17869 -1.76681 5.12930
H -1.97499 3.00570 1.00934
H 3.48710 -2.74718 -2.77163
H 1.44889 -0.61543 3.53047
Ca 1.54004 -3.41700 -1.25353
C -3.13850 -4.90976 -3.00007
C -4.38487 -5.39567 -2.51890
H -0.85248 -2.68000 3.54829
H 4.78654 0.13961 -0.54634
C -5.16628 -6.22442 -3.34597
H -3.13197 1.95372 4.72735
C 6.54157 -1.03207 -0.89848



(2)
110
Properties=species:S:1:pos:R:3 method="wB97M-V/def2-TZVPD" max_force_ha_per_bohr=0.0767 homo_energy_ev=-8.6
C -2.79883 -6.99962 -5.54968
H 4.84433 -8.34021 -2.45837
C 0.30360 2.32922 1.13509
H -2.96551 1.28305 9.60586
H 0.39557 3.43199 1.39875
C 3.18005 3.94348 7.40069
H 5.99582 -9.65678 -2.14562
N 1.87115 -2.36789 -7.08856
H 2.40806 1.68536 1.25601
C -2.85830 -5.52925 -5.28977
S 0.17853 -1.22600 -5.57847
H 1.37749 0.72073 0.05609
N 0.77189 -8.58420 -6.89134
H -3.61065 0.46092 -3.63250
C -4.15006 5.23304 10.36961
C 2.99380 5.14798 2.47237
H 2.29179 -2.53485 -6.16295
N 4.23168 7.30417 -1.60444
O 2.04747 2.69194 -0.59770
H 3.24876 5.04283 1.41685
H 2.12010 2.82184 -3.74169
N -1.37393 4.70216 2.71971
C 1.90639 -9.62471 -4.70460
C -6.99053 1.93413 10.36452
H 3.59546 6.80855 -4.70735
H 0.82294 -4.26925 -3.72356
H -1.61129 -1.33049 -2.74556
H 3.39873 4.89062 7.89530
H 5.14613 -8.87956 -0.79272
C -1.87121 -0.26044 -2.46363
H -3.27056 3.00814 9.30704
N -2.91649 -4.36698 -5.08012
H -4.02000 6.47161 8.64529
H 1.29431 -6.28793 -5.33987
H -2.96024 0.03407 -5.82956
H -2.16741 1.59941 -3.75435
C 3.94803 -10.20323 -1.95122
H 2.40574 -3.47225 -4.27319
H -5.96990 1.70288 10.67154
C -1.49592 4.17421 3.75643
H -2.07824 4.18842 5.80382
C 1.27313 -9.03868 -5.92534
H -5.29131 6.93385 9.79699
H 3.95590 2.71281 -3.38536
H -7.48583 1.01494 10.04942
H 0.29993 -3.22387 -8.25953
H -7.53025 2.35804 11.21191
H -0.25309 2.72560 -1.66758
C -0.93078 1.92964 -1.22701
H 2.19285 6.18576 -3.81375
H -1.83763 -7.39560 -5.21932
N -3.38144 1.56403 6.43279
C 5.05463 -9.20600 -1.82914
C -2.71922 2.13099 8.96539
H -3.59877 -7.50424 -5.00662
H 2.49675 -5.11661 -3.46649
H 0.01081 -5.38152 -7.05485
C -2.12266 -0.26331 -5.10362
C 1.63663 1.75598 0.42845
H 3.01298 4.04949 -2.60323
C 3.64706 7.17531 -2.60831
H 3.87615 3.18448 7.75900
H 2.38363 -8.83706 -4.12085
H -0.67921 3.15602 5.43832
C 2.89789 7.01400 -3.89463
H 2.67821 -5.38188 -6.09984
H 1.14923 -10.11306 -4.09088
H 0.25711 1.78236 2.14488
C 1.67923 -5.23132 -5.56486
H 3.30764 4.06428 6.32392
H -1.98332 2.16866 -1.62415
O -0.80701 0.14750 -5.56831
C 3.13497 3.82956 3.16203
N 0.67977 3.20108 7.93502
C 2.92762 2.96454 -2.96457
O 1.13033 -1.01945 -4.42092
C 0.56795 -4.55232 -6.49041
H 2.65835 -10.35950 -4.99311
C -0.61054 0.44517 -1.79722
C -4.26985 6.56388 9.70285
H -0.34539 -0.17225 -0.86638
H -1.39467 0.91679 0.69468
H -2.67256 -0.33125 -1.64770
C 2.71464 2.06652 -1.65628
H 3.66177 5.87882 2.92970
H 1.96503 5.50157 2.55745
H -2.31090 2.63523 4.97960
N -4.05627 4.19009 10.88921
H -0.20680 -4.06324 -5.81730
C -6.97046 2.91202 9.23551
C -2.47512 0.50833 -3.73001
N 3.08224 -10.98318 -2.04645
N -6.95156 3.67912 8.35363
H -2.20077 -1.39115 -4.99054
C -3.09069 1.81615 7.54344
H 0.31915 0.46772 -2.45121
C 1.17130 -3.58156 -7.61771
H 1.93156 -4.19156 -8.20078
C 1.86297 -4.45878 -4.15385
H -1.83942 2.72407 0.66326
H -2.91520 -7.19192 -6.61675
C -1.04434 1.95674 0.36543
C 1.77729 3.52667 7.70074
O 3.18074 0.92280 -1.65532
H 2.34836 7.92852 -4.12014
N 3.24409 2.79659 3.69999
C -1.65189 3.49502 5.07840
H -1.64934 2.33391 9.03814
H -3.58778 7.27492 10.17037
O 1.02745 -1.27739 -7.04835



Kohn-Sham gap across the listed records, respectively: 4.872 8.912 eV.
LUMO across the listed records, respectively: -6.8481 0.2910 eV.